# 1
{"formula": "C43H39F5N4PSeY", "method": "wB97M-V/def2-TZVPD", "charge": 2, "homo_ev": -13.158, "homo_lumo_gap_ev": 6.685, "e_lumo_ev": -6.5, "species": ["Y", "C", "C", "C", "C", "C", "C", "C", "C", "N", "C", "C", "C", "C", "N", "C", "C", "C", "C", "C", "C", "C", "C", "H", "H", "H", "H", "H", "H", "H", "H", "H", "H", "H", "H", "H", "H", "H", "H", "H", "H", "H", "H", "H", "H", "H", "H", "N", "P", "C", "C", "C", "C", "C", "C", "C", "C", "C", "C", "C", "C", "C", "C", "C", "C", "C", "N", "H", "H", "H", "H", "H", "H", "H", "H", "H", "H", "H", "H", "H", "H", "H", "F", "C", "C", "F", "C", "F", "C", "Se", "C", "F", "C", "F"], "coordinates": [[0.4125, 0.0181, -0.1562], [4.1864, -1.8716, 2.1908], [4.5506, -1.5788, 0.7506], [5.5825, -2.3078, 0.1650], [5.9641, -2.0831, -1.1471], [5.3151, -1.1164, -1.9012], [4.2721, -0.3732, -1.3621], [3.5652, 0.6714, -2.1876], [3.9129, -0.6221, -0.0398], [2.7966, 0.1056, 0.5421], [3.0514, 0.9849, 1.4286], [4.3994, 1.5431, 1.7440], [1.8751, 1.5033, 2.2587], [2.1859, 2.2763, 3.4974], [0.7067, 1.1399, 1.8991], [-0.4634, 1.5336, 2.6639], [-1.0928, 0.5175, 3.3907], [-0.5581, -0.8930, 3.3768], [-2.1761, 0.8594, 4.1849], [-2.6432, 2.1677, 4.2140], [-2.0273, 3.1420, 3.4490], [-0.9056, 2.8538, 2.6706], [-0.1987, 3.9753, 1.9502], [4.0523, -2.9451, 2.3330], [3.2674, -1.3870, 2.5195], [4.9863, -1.5654, 2.8690], [6.0919, -3.0607, 0.7566], [6.7740, -2.6556, -1.5804], [5.6201, -0.9276, -2.9239], [4.1879, 0.9934, -3.0208], [3.2933, 1.5584, -1.6167], [2.6547, 0.2621, -2.6331], [5.1496, 1.2052, 1.0365], [4.7153, 1.2655, 2.7525], [4.3402, 2.6340, 1.7181], [2.8832, 1.6990, 4.1108], [1.2932, 2.4909, 4.0757], [2.6874, 3.2145, 3.2495], [0.4510, -0.9530, 3.7925], [-0.5089, -1.3214, 2.3691], [-1.1960, -1.5547, 3.9599], [-2.6595, 0.0942, 4.7812], [-3.4883, 2.4272, 4.8396], [-2.3947, 4.1620, 3.4723], [-0.9216, 4.6473, 1.4888], [0.4735, 3.6361, 1.1660], [0.3893, 4.5718, 2.6532], [-2.1384, -2.3547, -0.0309], [-2.3675, -0.6584, -0.2774], [-3.9844, -0.3740, 0.4464], [-4.1341, 0.5720, 1.4539], [-5.3883, 0.7987, 2.0065], [-6.4794, 0.0731, 1.5560], [-6.3329, -0.8655, 0.5358], [-5.0904, -1.0815, -0.0340], [-2.6708, -0.4929, -2.0619], [-3.0434, 0.7682, -2.5318], [-3.3297, 0.9505, -3.8765], [-3.2288, -0.1207, -4.7583], [-2.8475, -1.3732, -4.2945], [-2.5711, -1.5628, -2.9446], [-0.9558, -3.0110, 0.2287], [-0.9974, -4.3186, 0.7346], [0.1788, -4.9827, 0.9607], [1.4022, -4.3477, 0.7027], [1.3696, -3.0666, 0.2440], [0.2126, -2.3773, 0.0141], [-2.9720, -2.9057, 0.1225], [-3.2795, 1.1437, 1.7954], [-5.5120, 1.5426, 2.7838], [-7.4565, 0.2469, 1.9880], [-7.1933, -1.4124, 0.1728], [-4.9955, -1.7703, -0.8682], [-3.1189, 1.6101, -1.8518], [-3.6380, 1.9240, -4.2371], [-3.4509, 0.0222, -5.8092], [-2.7719, -2.2053, -4.9824], [-2.2733, -2.5419, -2.5886], [-1.9533, -4.7865, 0.9307], [0.1595, -5.9980, 1.3381], [2.3481, -4.8490, 0.8477], [2.2936, -2.5433, 0.0253], [0.0534, 0.9230, -7.1277], [0.0897, 1.2542, -5.8467], [0.2049, 0.2734, -4.8810], [0.2847, -1.0076, -5.2243], [0.2223, 0.6642, -3.5626], [0.2886, -0.3543, -2.6306], [0.1489, 1.9669, -3.1303], [0.1768, 2.4476, -1.2809], [0.0395, 2.9259, -4.1246], [-0.0419, 4.2177, -3.8264], [0.0038, 2.5809, -5.4655], [-0.1129, 3.5191, -6.3913]], "atomic_forces_ev_per_a": [[0.5067, -0.0684, -0.1975], [-0.0055, -0.0162, -0.0678], [0.0889, -0.1436, 0.1827], [0.0051, -0.0445, -0.0481], [-0.0027, 0.0146, 0.0166], [-0.0060, 0.0026, -0.0247], [0.0339, 0.0573, -0.1672], [0.0638, -0.0717, -0.0282], [-0.3193, 0.2451, 0.0948], [-0.0432, -0.2963, -0.0716], [-0.0975, 0.4601, 0.3528], [-0.0320, -0.0776, 0.0389], [0.2997, -0.0798, 0.1260], [0.0905, -0.0052, -0.0958], [-0.3306, 0.1820, 0.0363], [0.3017, -0.1650, -0.1356], [0.0658, -0.1239, 0.0942], [0.0054, 0.0063, 0.0219], [-0.0460, 0.0014, 0.0174], [-0.0001, -0.0208, 0.0090], [-0.0025, 0.0510, 0.0215], [0.0022, 0.1789, -0.0186], [-0.0779, -0.0211, 0.0502], [0.0318, 0.0195, -0.0026], [-0.0079, -0.0096, -0.0365], [-0.0089, 0.0275, -0.0582], [-0.0075, 0.0397, -0.0323], [-0.0292, 0.0220, 0.0104], [0.0056, -0.0150, 0.0441], [0.0298, -0.0312, 0.0196], [-0.0051, 0.0023, 0.0313], [-0.0389, 0.0129, 0.0023], [0.0036, -0.0138, -0.0230], [-0.0007, -0.0073, -0.0317], [0.0274, -0.0315, 0.0010], [-0.0250, 0.0414, -0.0126], [-0.0135, -0.0136, -0.0072], [-0.0279, -0.0143, 0.0044], [-0.0195, 0.0249, 0.0133], [-0.0268, 0.0470, -0.0483], [-0.0081, 0.0363, 0.0196], [0.0160, 0.0359, -0.0201], [0.0246, -0.0161, -0.0262], [0.0111, -0.0458, 0.0048], [0.0019, -0.0189, 0.0177], [0.0258, -0.0404, -0.0105], [-0.0403, -0.0263, 0.0088], [-0.0859, 0.1493, 0.0605], [0.1250, -0.4760, -0.2390], [0.0623, 0.0972, 0.0701], [0.0147, 0.0529, 0.0135], [0.0252, -0.0203, -0.0210], [-0.0211, -0.0418, -0.0382], [0.0097, 0.0278, 0.0096], [-0.0775, 0.0453, 0.0397], [-0.1240, -0.0547, 0.0240], [-0.0073, 0.0450, -0.0609], [0.0321, -0.0389, 0.0210], [0.0150, -0.0153, 0.0224], [-0.0008, 0.0268, 0.0338], [0.0432, -0.0039, -0.1172], [-0.0908, 0.1520, 0.0835], [0.0361, -0.0587, -0.1135], [0.0864, -0.1094, 0.0489], [-0.0727, -0.1661, 0.0123], [-0.2173, 0.2497, -0.1125], [-0.1753, -0.1702, -0.0276], [0.0172, -0.0494, -0.0173], [-0.0222, -0.0266, -0.0215], [0.0142, -0.0298, -0.0328], [0.0156, -0.0120, -0.0173], [0.0115, 0.0209, 0.0158], [0.0305, 0.0095, 0.0464], [-0.0154, -0.0124, 0.0258], [0.0213, -0.0194, 0.0235], [-0.0014, -0.0159, 0.0451], [0.0073, 0.0080, 0.0176], [-0.0270, 0.0057, -0.0087], [0.0249, 0.0004, -0.0245], [0.0060, 0.0464, -0.0046], [-0.0338, -0.0135, 0.0100], [-0.0366, 0.0524, -0.0089], [0.0032, 0.0067, 0.0718], [-0.0130, -0.0289, -0.2662], [-0.0072, -0.1235, -0.0593], [-0.0018, 0.0144, 0.0682], [-0.1061, -0.2577, -0.0505], [0.2644, -0.0335, 0.4909], [-0.0120, 0.1091, 0.2439], [-0.1140, 0.3495, -0.2995], [-0.0247, 0.2091, -0.1213], [0.0066, -0.0558, 0.1650], [-0.0164, 0.0967, -0.1338], [0.0130, -0.0317, 0.0577]]}

***

# 2
{"formula": "C43H40Cl2N6O4PbS3", "method": "wB97M-V/def2-TZVPD", "charge": 0, "homo_ev": [-7.448, -7.458], "homo_lumo_gap_ev": [4.674, 5.049], "relative_energy_kj_mol": 66.8, "e_lumo_ev": [-2.8, -2.4], "species": ["Pb", "C", "N", "C", "C", "C", "N", "C", "C", "C", "C", "C", "C", "C", "O", "C", "C", "C", "N", "C", "C", "C", "C", "C", "C", "C", "O", "H", "H", "H", "H", "H", "H", "H", "H", "H", "H", "H", "H", "H", "H", "H", "H", "H", "H", "H", "H", "H", "H", "H", "H", "H", "S", "C", "S", "C", "N", "N", "C", "C", "C", "C", "C", "C", "S", "H", "H", "H", "H", "H", "Cl", "C", "C", "C", "C", "C", "Cl", "C", "N", "C", "C", "C", "C", "C", "C", "C", "C", "O", "O", "H", "H", "H", "H", "H", "H", "H", "H", "H", "H"], "coordinates": [[1.2603, 0.2390, 0.9797], [0.5857, 0.4194, -5.8501], [0.2860, 0.2188, -4.4681], [0.2804, 1.4037, -3.6589], [1.3408, 1.8203, -2.6117], [2.5670, 1.0103, -2.3062], [2.3292, -0.2634, -1.4749], [3.4484, -0.9542, -1.3477], [3.5272, -2.2577, -0.7310], [4.5942, -3.0661, -1.2186], [4.5556, -4.4153, -1.0881], [3.5863, -4.9740, -0.2391], [2.6121, -4.2421, 0.3482], [2.5570, -2.7911, 0.1905], [1.7023, -2.1334, 0.9287], [-0.4848, -0.9165, -4.0811], [-1.6690, -1.1763, -1.9849], [-1.3773, -1.1447, -0.4357], [-0.7571, 0.0616, -0.0015], [-1.7486, 1.0207, 0.2207], [-2.4623, 0.8365, 1.5291], [-3.7715, 0.4340, 1.6978], [-4.3173, 0.0135, 2.8747], [-3.5375, 0.0995, 4.0317], [-2.2138, 0.4580, 3.9805], [-1.5711, 0.7429, 2.7543], [-0.3051, 1.0594, 2.7577], [-0.3237, 0.7334, -6.4088], [0.9140, -0.5563, -6.3554], [1.3008, 1.2772, -5.9104], [-0.6814, 1.4011, -3.0911], [0.2169, 2.2960, -4.3830], [0.7669, 2.0342, -1.6814], [1.8275, 2.7370, -2.8843], [3.2912, 1.6755, -1.7311], [3.1132, 0.8052, -3.2621], [4.3191, -0.5537, -1.9666], [5.4036, -2.6164, -1.7123], [5.3227, -5.0764, -1.5126], [3.7451, -6.0373, 0.0094], [1.9352, -4.7392, 1.1046], [-0.0614, -1.8572, -4.4552], [-1.5510, -0.8193, -4.4141], [-2.1901, -2.1069, -2.2284], [-2.3911, -0.3748, -2.1475], [-0.7887, -2.0185, -0.1694], [-2.3311, -1.2305, 0.0765], [-2.4903, 0.7004, -0.5506], [-4.4157, 0.4530, 0.7937], [-5.3003, -0.4112, 2.8699], [-3.9876, -0.1298, 4.9685], [-1.5678, 0.3984, 4.8610], [2.3435, -7.7251, 3.5044], [2.7592, -6.1310, 3.8597], [1.5691, -5.1000, 4.5272], [2.5626, -3.6685, 4.0971], [3.6921, -3.9587, 3.5503], [3.8835, -5.3352, 3.5715], [5.2124, -5.8430, 3.2897], [6.2403, -4.9496, 2.8199], [7.4687, -5.4484, 2.5931], [7.7854, -6.7985, 2.8187], [6.8314, -7.6496, 3.3168], [5.5820, -7.1220, 3.6308], [1.9468, -2.1102, 4.5085], [5.8583, -3.9125, 2.6554], [8.1439, -4.8546, 1.9888], [8.8279, -7.1870, 2.6525], [6.9589, -8.7750, 3.3281], [4.7911, -7.7640, 4.1018], [-5.7285, 2.6189, -2.4323], [-6.0742, 3.5398, -0.9922], [-7.1262, 3.2017, -0.1723], [-7.7091, 4.1510, 0.6720], [-7.0759, 5.3941, 0.7213], [-5.8822, 5.7012, 0.0632], [-4.9572, 6.9741, 0.7175], [-5.3808, 4.7571, -0.8429], [-4.2137, 4.9669, -1.5748], [-3.0482, 5.5471, -1.0840], [-2.6634, 6.8020, -1.5584], [-1.3933, 7.3374, -1.2861], [-0.6022, 6.7271, -0.3229], [-1.0552, 5.5274, 0.2539], [-2.2110, 4.8694, -0.1275], [-2.4982, 3.4758, 0.3242], [-1.3002, 2.4894, 0.2034], [-0.1112, 2.7854, 0.2291], [-0.4089, -0.9747, -2.6675], [-7.5705, 2.2082, -0.2053], [-8.6137, 4.0390, 1.2950], [-7.3447, 6.2010, 1.4230], [-4.1378, 4.2387, -2.2516], [-3.2974, 7.3630, -2.2316], [-1.0012, 8.2645, -1.6722], [0.3869, 7.1492, -0.0769], [-0.4080, 4.9276, 0.9380], [-3.3961, 3.0423, -0.1812], [-2.7276, 3.5219, 1.4092]], "atomic_forces_ev_per_a": [[1.4300, -0.0537, 0.4580], [-0.1875, -0.4942, -0.9315], [1.8309, -0.3129, 0.3547], [-1.7340, 1.6486, -0.5195], [-0.2116, -0.4361, 0.9538], [0.9407, -1.0214, 0.8158], [2.3548, 0.8916, -0.2207], [-1.6748, 1.3542, -1.1528], [0.2919, 0.2018, 0.4707], [-1.6155, -0.2104, 0.3728], [0.7413, -0.7866, 0.4189], [0.7986, -1.2597, -0.3197], [-0.9143, 0.8782, 1.4964], [-0.0223, -1.1680, 0.0291], [0.0573, 0.5263, -0.6731], [-0.4218, 0.3780, 0.4663], [1.2272, 0.5214, 0.8912], [0.1190, -1.4820, -1.0533], [0.0062, -0.6193, -0.1206], [-1.4862, 1.1954, -0.8298], [2.3048, -1.2641, 3.5803], [-0.6081, 0.0150, -2.2691], [0.2306, 0.2438, 0.5802], [-0.0183, -0.1253, -0.4729], [0.2622, -0.3491, 0.0231], [-0.5316, 1.2863, -1.3448], [-0.5141, -0.8800, -0.9919], [0.2113, 0.0177, -0.0309], [0.0470, 1.4713, 0.7119], [-0.2326, -1.1523, -0.3603], [0.4109, 0.2051, -0.4493], [-0.1664, -1.1843, 0.9769], [0.6784, -0.1246, -0.5166], [-0.3555, 0.9223, -0.4729], [-0.9198, -0.7006, -0.4564], [-0.4507, -0.3521, 0.6442], [-0.6505, -0.8812, 0.9265], [0.7804, 0.7305, -0.9107], [-0.2476, 0.4754, 0.2355], [-0.5860, 0.4734, -0.1622], [0.6273, 0.8017, -1.0025], [-0.0375, 0.2494, -0.4325], [0.2834, -0.1832, 0.2109], [0.3675, -0.1454, -0.0506], [0.1012, 0.3044, -0.6102], [0.3622, 0.0353, -0.0308], [-0.3495, -0.2081, 0.0002], [-0.1674, 1.5126, 0.2645], [0.3469, -0.1914, 0.4806], [-0.4569, 0.1573, 0.2261], [-0.1937, -0.3120, 0.6565], [-0.3124, 0.2345, -0.2341], [0.7987, 1.1035, 0.3414], [-0.1022, -0.4620, -0.6882], [0.3845, 1.0077, -0.2208], [-2.1301, 0.4820, 1.0000], [1.1261, -1.7249, 0.4558], [0.0115, 0.0188, -0.4160], [1.3009, 1.3756, 0.3277], [-3.8777, 0.4669, 0.4669], [1.3432, -0.4539, -1.1124], [1.3785, -0.4119, -0.0434], [-0.1585, -1.0908, -0.1848], [-2.1576, -1.3405, 0.4769], [0.6804, -0.8103, -0.6138], [1.0231, -0.9079, -0.1992], [0.3848, 0.2093, 0.5768], [-1.2567, 0.5563, -0.1764], [0.1261, 1.6057, 0.4802], [1.0801, 0.5156, -0.6973], [0.1740, -0.5572, 0.3593], [-0.3027, 0.8639, -0.1158], [-1.3520, -0.4089, 0.2516], [0.5203, 1.1292, 0.0262], [0.3129, 0.8366, 0.9366], [-0.8177, -2.1780, 0.4082], [0.1613, 0.8846, -0.1255], [0.9159, 0.5854, 0.0979], [-1.9753, -0.3774, -0.2445], [1.9694, 0.4468, 1.1207], [0.9728, 0.0206, -0.5347], [-0.2372, -0.3106, 1.2296], [-0.0992, -0.6349, 0.0455], [1.4253, -0.7824, 0.7411], [-0.6156, 1.3127, -1.9014], [0.1081, -0.2958, 0.4032], [0.4548, 0.0610, -0.0380], [-1.5747, -0.4417, -0.1438], [-1.7346, -0.4341, 0.8183], [0.1333, 0.1783, -0.3560], [0.7138, -0.4822, -0.5563], [-0.4585, -0.7258, -0.2813], [0.6534, -0.1991, -0.5326], [-0.2495, -0.2816, -0.0588], [-0.4573, 0.1669, -0.4630], [-0.6702, -0.3595, 0.0088], [-0.4231, 1.0507, -0.4820], [0.7455, 0.2575, 0.4327], [0.0061, -0.2978, -0.4447]]}